{
  "formula": "C3H3N5O6",
  "method": "ωB97M-V/def2-TZVPD",
  "symbols": ["C", "C", "C", "N", "N", "N", "N", "N", "O", "O", "O", "O", "O", "O", "H", "H", "H"],
  "xyz": [[1.2758, 0.1174, -0.6577], [1.8142, 1.0655, 0.4817], [-0.9621, 0.3612, -0.0252], [2.6561, 1.9177, 0.3437], [0.0572, -0.0717, -0.8218], [1.4094, 0.4697, 1.9744], [-2.1664, 0.0001, -0.3412], [-1.8312, -2.0713, -1.6996], [0.6111, -0.4454, 1.9488], [1.9499, 0.8900, 3.0031], [-3.1966, 0.2356, 0.1743], [-2.2494, -0.6684, -1.5948], [-1.7941, -2.5476, -2.7243], [-1.4919, -2.4779, -0.6459], [1.9420, -0.1370, -1.4455], [-0.8417, 0.7447, 0.9777], [2.8179, 2.6172, 1.0522]],
  "gap_ev": [8.393, 8.395],
  "mol_weight_g_mol": 205.086,
  "total_charge": 0
}

---

{
  "formula": "C24H63N6O24P3",
  "method": "ωB97M-V/def2-TZVPD",
  "symbols": ["C", "C", "O", "P", "O", "O", "C", "C", "O", "C", "C", "H", "H", "H", "H", "H", "H", "H", "H", "H", "H", "H", "H", "H", "H", "H", "C", "C", "O", "P", "O", "O", "C", "C", "O", "C", "C", "H", "H", "H", "H", "H", "H", "H", "H", "H", "H", "H", "H", "H", "H", "H", "C", "C", "O", "P", "O", "O", "C", "C", "O", "C", "C", "H", "H", "H", "H", "H", "H", "H", "H", "H", "H", "H", "H", "H", "H", "H", "C", "N", "O", "O", "H", "H", "H", "C", "N", "O", "O", "H", "H", "H", "C", "N", "O", "O", "H", "H", "H", "C", "N", "O", "O", "H", "H", "H", "C", "N", "O", "O", "H", "H", "H", "C", "N", "O", "O", "H", "H", "H"],
  "xyz": [[-2.1064, -15.3692, 1.8930], [-1.5724, -14.8422, 0.5470], [-0.5872, -13.8520, 0.7390], [0.9768, -14.2363, 0.5643], [1.4449, -15.2906, 1.4910], [1.7652, -12.8468, 0.7757], [1.1130, -11.6616, 1.2887], [0.7732, -10.6679, 0.1613], [1.1788, -14.6694, -0.9839], [0.8524, -13.8751, -2.0452], [2.0840, -13.5994, -2.8551], [-2.9808, -16.0195, 1.8691], [-1.3257, -15.9856, 2.3387], [-2.3247, -14.5960, 2.6296], [-1.2970, -15.7627, 0.0322], [-2.3576, -14.4136, -0.0758], [0.3102, -11.8917, 1.9891], [1.9427, -11.2466, 1.8610], [1.5754, -10.4059, -0.5286], [0.0460, -10.9874, -0.5852], [0.4080, -9.7336, 0.5876], [0.1717, -14.4801, -2.6442], [0.3849, -12.9401, -1.7366], [2.5134, -14.5864, -3.0272], [1.9869, -13.1340, -3.8359], [2.7713, -12.9931, -2.2652], [0.5414, -3.2632, 6.9508], [0.3469, -4.7468, 7.1966], [0.5353, -4.9690, 8.6014], [1.8024, -5.8708, 9.1141], [2.0279, -7.0736, 8.2983], [2.9686, -4.7668, 9.1352], [2.8717, -3.5826, 9.8640], [4.1109, -2.7100, 9.6937], [1.5082, -6.1127, 10.6437], [0.3535, -6.8235, 10.9899], [0.7645, -8.1980, 11.5173], [1.4993, -2.8777, 7.3000], [0.5892, -3.0649, 5.8800], [-0.2659, -2.6872, 7.4030], [-0.6492, -5.1177, 6.9551], [0.9851, -5.3902, 6.5910], [2.0508, -2.9359, 9.5544], [2.6477, -3.7388, 10.9192], [3.9953, -1.7583, 10.2124], [5.0395, -3.2107, 9.9679], [4.2880, -2.4370, 8.6534], [-0.0825, -6.2090, 11.7776], [-0.3425, -6.8770, 10.1528], [1.8165, -8.1276, 11.7935], [0.1023, -8.5870, 12.2908], [0.6855, -8.8011, 10.6127], [8.8458, -9.7821, 12.6956], [8.5811, -11.2587, 12.3505], [7.3258, -11.6570, 12.9346], [5.8954, -11.0997, 12.4360], [4.7131, -11.8188, 13.0336], [6.0230, -9.5244, 12.5233], [5.8214, -8.9325, 13.8448], [6.0798, -7.4022, 13.6312], [6.0519, -11.3083, 10.8456], [5.0186, -10.8383, 9.9456], [5.0426, -11.6793, 8.6102], [8.6878, -9.4846, 13.7323], [9.7954, -9.4089, 12.3121], [8.2744, -9.0877, 12.0797], [8.5047, -11.4229, 11.2757], [9.3875, -11.8958, 12.7137], [4.7814, -9.1078, 14.1199], [6.5120, -9.2599, 14.6219], [5.9579, -6.8828, 14.5817], [7.1218, -7.1959, 13.3868], [5.3544, -6.9763, 12.9380], [4.0581, -10.8841, 10.4589], [5.1945, -9.7849, 9.7277], [4.6099, -11.1332, 7.7720], [6.0344, -11.9199, 8.2273], [4.4479, -12.5895, 8.6877], [3.2951, -17.0530, 6.1380], [3.5894, -18.4969, 6.3757], [4.1395, -19.1512, 5.5227], [3.3005, -19.0032, 7.4139], [3.2229, -16.8087, 5.0782], [4.1789, -16.6100, 6.5969], [2.4260, -16.6046, 6.6194], [-4.4488, -7.6771, 3.2526], [-3.0705, -7.5672, 2.7177], [-2.1460, -7.6657, 3.5764], [-2.8519, -7.2409, 1.5483], [-4.9414, -6.7143, 3.3888], [-4.5720, -8.3670, 4.0874], [-4.9395, -8.1911, 2.4261], [0.4055, -14.9710, 12.5189], [0.7443, -14.9778, 11.0804], [1.5559, -15.7544, 10.6424], [0.0260, -14.2494, 10.3824], [0.6628, -14.0359, 13.0164], [0.9153, -15.7397, 13.0998], [-0.6711, -15.1169, 12.6068], [0.0197, -10.9026, 6.9110], [-0.5352, -12.1801, 6.3485], [-1.7143, -12.4770, 6.5402], [0.3253, -12.9149, 5.9108], [-0.7263, -10.1094, 6.8618], [0.9004, -10.6025, 6.3431], [0.2025, -11.1410, 7.9587], [-5.2372, -10.8489, 9.3263], [-4.5595, -9.5198, 9.5939], [-4.0024, -8.9343, 8.6845], [-4.5937, -9.0551, 10.7032], [-4.6765, -11.5671, 9.9245], [-5.2830, -11.1104, 8.2691], [-6.2957, -10.7745, 9.5756], [-3.5756, -16.1898, 8.3176], [-4.3193, -16.9848, 7.3136], [-3.9379, -18.1938, 7.2187], [-5.1959, -16.4556, 6.6512], [-2.6036, -15.9907, 7.8665], [-3.4979, -16.8196, 9.2039], [-4.1747, -15.3069, 8.5405]],
  "gap_ev": 9.762,
  "mol_weight_g_mol": 912.708,
  "total_charge": 0,
  "smiles": "CCOP(=O)(OCC)OCC.CCOP(=O)(OCC)OCC.CCOP(=O)(OCC)OCC.C[N+](=O)[O-].C[N+](=O)[O-].C[N+](=O)[O-].C[N+](=O)[O-].C[N+](=O)[O-].C[N+](=O)[O-]"
}

---

{
  "formula": "C15H4Cl2CsF5NOS",
  "method": "ωB97M-V/def2-TZVPD",
  "symbols": ["Cs", "Cl", "C", "C", "C", "Cl", "C", "C", "C", "C", "N", "C", "C", "O", "H", "H", "H", "H", "F", "C", "C", "F", "C", "F", "C", "S", "C", "F", "C", "F"],
  "xyz": [[0.6016, 0.5722, -1.0350], [0.3816, -1.1693, 2.4013], [-1.2918, -1.6850, 2.3243], [-1.8042, -2.3757, 3.4208], [-3.0999, -2.8066, 3.4264], [-3.7095, -3.6712, 4.8233], [-3.9405, -2.5579, 2.3168], [-5.2883, -2.9744, 2.2469], [-6.0263, -2.6919, 1.1348], [-5.4151, -1.9869, 0.0817], [-4.1709, -1.5842, 0.1088], [-3.4176, -1.8520, 1.1996], [-2.0273, -1.3722, 1.1625], [-1.5627, -0.7441, 0.1770], [-1.1636, -2.5678, 4.2712], [-5.7173, -3.5143, 3.0804], [-7.0612, -2.9994, 1.0540], [-5.9834, -1.7509, -0.8139], [7.6020, 3.8580, -1.7683], [6.3705, 3.5100, -2.1779], [5.5300, 2.7881, -1.3535], [5.9498, 2.4316, -0.1285], [4.2659, 2.4441, -1.7907], [3.5041, 1.7389, -0.9194], [3.7525, 2.7780, -3.0480], [2.1651, 2.3402, -3.5912], [4.6455, 3.5089, -3.8459], [4.2802, 3.8939, -5.0760], [5.9136, 3.8686, -3.4335], [6.7173, 4.5715, -4.2479]],
  "gap_ev": 6.570,
  "mol_weight_g_mol": 545.071,
  "total_charge": -1
}

---

{
  "formula": "C6H9N",
  "method": "ωB97M-V/def2-TZVPD",
  "symbols": ["C", "C", "C", "C", "N", "C", "C", "H", "H", "H", "H", "H", "H", "H", "H", "H"],
  "xyz": [[2.0617, 0.0427, -0.0828], [0.5779, -0.0401, 0.0430], [-0.4577, -0.8808, 0.7333], [-1.0902, -1.1305, -0.6156], [-0.4216, 0.1159, -1.1210], [-1.1007, 1.1917, -0.3099], [-0.4161, 0.6424, 0.9060], [2.3619, 1.0501, -0.3990], [2.4494, -0.6748, -0.8145], [2.5253, -0.1631, 0.8873], [-0.4885, -1.4060, 1.6878], [-0.6723, -1.9726, -1.1797], [-2.1810, -1.1584, -0.7056], [-2.1978, 1.1640, -0.3332], [-0.7298, 2.1796, -0.5918], [-0.2204, 1.0398, 1.8957]],
  "gap_ev": 10.078,
  "mol_weight_g_mol": 95.145,
  "total_charge": 0,
  "smiles": "C[C@]12[C@@H]3CN1C[C@@H]32"
}

---

{
  "formula": "C10H17ClO2",
  "method": "ωB97M-V/def2-TZVPD",
  "symbols": ["C", "C", "O", "C", "C", "C", "O", "C", "C", "C", "C", "C", "Cl", "H", "H", "H", "H", "H", "H", "H", "H", "H", "H", "H", "H", "H", "H", "H", "H", "H"],
  "xyz": [[-1.3512, 1.9291, -1.8284], [-0.1300, 2.3321, -1.0874], [0.8214, 1.2183, -0.9250], [0.9696, 0.5294, 0.3300], [2.3060, 0.9310, 1.0300], [-0.0914, 0.3300, 1.3619], [-0.7224, 1.0713, 2.0670], [-0.1917, -1.2083, 1.2198], [-1.7026, -1.5163, 0.9553], [0.3210, -2.0240, 2.3831], [0.7724, -1.0561, -0.0852], [0.0762, -1.4839, -1.4268], [2.2696, -2.0307, 0.1185], [-1.0737, 2.0526, -2.9211], [-1.5934, 0.8575, -1.5612], [-2.1808, 2.5172, -1.7185], [-0.3355, 2.6457, -0.0963], [0.2570, 3.1541, -1.6845], [2.6254, 0.0181, 1.6255], [2.3191, 1.8068, 1.6445], [2.9895, 1.1481, 0.1849], [-1.9098, -2.5288, 0.4941], [-2.1347, -0.7464, 0.2489], [-2.2659, -1.5254, 1.9129], [-0.5116, -2.2526, 3.0648], [0.8606, -1.3757, 2.9608], [0.7867, -2.9264, 2.3823], [-0.8377, -0.9306, -1.6565], [-0.2491, -2.4985, -1.1863], [0.8715, -1.3618, -2.0646]],
  "gap_ev": 10.143,
  "mol_weight_g_mol": 204.697,
  "total_charge": 0,
  "smiles": "CCO[C@@]1(C)C(=O)C(C)(C)[C@]1(C)Cl"
}

---

{
  "formula": "C22H27N3O2",
  "method": "ωB97M-V/def2-TZVPD",
  "symbols": ["O", "C", "N", "C", "C", "C", "C", "C", "C", "C", "C", "C", "C", "C", "N", "C", "O", "N", "C", "C", "C", "C", "C", "C", "C", "C", "C", "H", "H", "H", "H", "H", "H", "H", "H", "H", "H", "H", "H", "H", "H", "H", "H", "H", "H", "H", "H", "H", "H", "H", "H", "H", "H", "H"],
  "xyz": [[-3.0238, -0.4252, -2.1985], [-3.2321, -0.8452, -1.0772], [-4.0046, -0.1763, -0.1955], [-4.5297, 1.1383, -0.4853], [-3.9610, 2.2083, 0.4559], [-2.4565, 2.1887, 0.5306], [-1.6769, 2.2411, -0.6191], [-0.2957, 2.2108, -0.5329], [0.3287, 2.1401, 0.7016], [-0.4379, 2.0924, 1.8521], [-1.8196, 2.1126, 1.7638], [-2.6925, -2.2049, -0.6174], [-1.4237, -2.5177, -1.4167], [-0.3017, -1.5627, -1.0060], [-0.0444, -1.6628, 0.4148], [1.1751, -1.5654, 1.0344], [1.2732, -1.2939, 2.2188], [2.2744, -1.8823, 0.2861], [3.5984, -1.5650, 0.7600], [4.2347, -0.4025, 0.0384], [3.4674, 0.5310, -0.6451], [4.0661, 1.6032, -1.2837], [5.4409, 1.7546, -1.2480], [6.2143, 0.8275, -0.5694], [5.6151, -0.2437, 0.0675], [-1.2143, -1.3593, 1.2158], [-2.3483, -2.3181, 0.8687], [-4.1284, -0.5241, 0.7405], [-5.6222, 1.1232, -0.4022], [-4.2613, 1.3488, -1.5222], [-4.2983, 3.1848, 0.0984], [-4.3705, 2.0622, 1.4587], [-2.1480, 2.2959, -1.5888], [0.2949, 2.2479, -1.4376], [1.4059, 2.1221, 0.7713], [0.0403, 2.0242, 2.8169], [-2.4116, 2.0680, 2.6679], [-3.4684, -2.9379, -0.8726], [-1.6222, -2.3890, -2.4807], [-1.1165, -3.5482, -1.2320], [0.5895, -1.7956, -1.5882], [-0.6069, -0.5345, -1.2492], [2.1879, -2.0666, -0.6983], [4.2406, -2.4496, 0.6763], [3.4862, -1.3218, 1.8230], [2.3925, 0.4232, -0.6724], [3.4557, 2.3236, -1.8089], [5.9083, 2.5911, -1.7461], [7.2883, 0.9393, -0.5376], [6.2210, -0.9652, 0.5971], [-0.9231, -1.4528, 2.2631], [-1.5299, -0.3248, 1.0322], [-3.2091, -2.1266, 1.5117], [-2.0202, -3.3412, 1.0659]],
  "gap_ev": 9.523,
  "mol_weight_g_mol": 365.477,
  "total_charge": 0,
  "smiles": "O=C(NCCc1ccccc1)C1CCN(C(=O)NCc2ccccc2)CC1"
}

---

{
  "formula": "C19H45N4O3S2",
  "method": "ωB97M-V/def2-TZVPD",
  "symbols": ["C", "O", "C", "C", "C", "C", "C", "C", "C", "N", "C", "N", "S", "N", "S", "C", "C", "C", "C", "H", "H", "H", "H", "H", "H", "H", "H", "H", "H", "H", "H", "H", "H", "H", "H", "H", "H", "H", "H", "H", "H", "H", "H", "H", "H", "H", "H", "H", "H", "C", "O", "C", "C", "N", "C", "C", "O", "C", "H", "H", "H", "H", "H", "H", "H", "H", "H", "H", "H", "H", "H", "H", "H"],
  "xyz": [[5.4269, -6.2975, -0.6862], [6.2100, -5.1606, -0.3981], [5.4508, -4.1104, 0.1469], [6.2396, -2.8100, 0.0851], [5.3137, -1.5770, 0.1356], [5.3249, -0.7201, -1.1572], [4.0242, -0.7502, -1.9702], [3.0310, 0.3638, -1.6317], [2.3416, 0.1728, -0.2911], [1.1960, -0.8046, -0.3514], [-0.0165, -0.4212, 0.0729], [-0.5692, 0.7898, -0.3363], [-0.3989, 1.2549, -2.0178], [-0.7762, -1.1780, 0.8499], [-2.3593, -0.6664, 1.2981], [-0.3468, -2.4957, 1.3829], [-0.7867, -3.6670, 0.5049], [-0.1410, -3.6916, -0.8804], [-0.4804, -4.9709, 1.2864], [4.7754, -6.5407, 0.1576], [6.0964, -7.1255, -0.8784], [4.7882, -6.1138, -1.5538], [5.1909, -4.3440, 1.1857], [4.5052, -4.0181, -0.4062], [6.8665, -2.8148, -0.7995], [6.8775, -2.7840, 0.9655], [5.5799, -0.9510, 0.9823], [4.2962, -1.9431, 0.2855], [6.1084, -1.1207, -1.7971], [5.6231, 0.3051, -0.9454], [3.5724, -1.7381, -1.8545], [4.2731, -0.6476, -3.0242], [3.5854, 1.3004, -1.5821], [2.3021, 0.4678, -2.4297], [2.0289, 1.1059, 0.1664], [3.0580, -0.2776, 0.3904], [1.4849, -1.6739, 0.0729], [-0.2955, 1.5676, 0.2562], [-0.0617, 0.0549, -2.5031], [-2.0242, 0.3092, 2.1580], [-0.8525, -2.5979, 2.3370], [0.7210, -2.4975, 1.6013], [-1.8649, -3.5635, 0.3940], [0.9215, -3.4606, -0.8491], [-0.6246, -3.0179, -1.5851], [-0.2298, -4.6942, -1.2886], [0.2105, -5.5924, 0.7287], [-0.0087, -4.7535, 2.2427], [-1.3987, -5.5139, 1.4741], [-7.3387, 3.2911, 0.3189], [-6.5940, 3.9989, -0.6517], [-6.5713, 5.4100, -0.4689], [-5.1946, 5.8900, -0.0675], [-4.8451, 5.4434, 1.2750], [-3.4535, 5.6600, 1.6533], [-2.3650, 4.9731, 0.8379], [-2.3347, 3.5577, 0.9711], [-3.2309, 2.8435, 0.1338], [-7.4365, 2.2652, -0.0326], [-6.8436, 3.2790, 1.2972], [-8.3398, 3.7136, 0.4385], [-7.3218, 5.7179, 0.2640], [-6.8300, 5.8660, -1.4277], [-5.1808, 6.9832, -0.0914], [-4.4890, 5.5304, -0.8295], [-5.0585, 4.4585, 1.3589], [-3.3452, 5.3342, 2.6907], [-3.2576, 6.7365, 1.6391], [-1.4034, 5.3256, 1.2184], [-2.4024, 5.2468, -0.2225], [-3.3743, 3.3327, -0.8322], [-4.2011, 2.6873, 0.6126], [-2.7768, 1.8685, -0.0290]],
  "gap_ev": 7.322,
  "mol_weight_g_mol": 441.728,
  "total_charge": 1
}

---

The records above yield relative energy (zero: lowest compared OMol25 entry of this formula, charge and spin) values of 99.02 78.66 0.08 75.90 34.19 3.67 0.00 kcal per mole, respectively.